Record 1
Here is a cluster of 4 separate species, C44H90FN4O6P in total in a non-equilibrium geometry from the Open Molecules 2025 dataset. Energies are from the ωB97M-V functional and the def2-TZVPD basis.

Structure (XYZ):
```
146
Properties=species:S:1:pos:R:3:forces:R:3:lowdin_spin:R:1
H 2.883877 -6.705202 4.416920 0.02 0.05 -0.03 -0.0004
H -5.094790 -0.148305 7.965029 -0.02 0.00 -0.03 0.0003
H 2.750412 2.256883 1.444341 -0.45 -0.24 0.90 0.0000
H -0.466583 4.480799 0.038280 0.16 -0.28 0.19 0.0000
H 2.484073 2.699677 4.510259 0.14 0.09 -0.46 0.0000
H 2.278820 4.682909 -6.505346 -0.02 0.04 0.00 0.0008
N -5.993652 -2.418592 5.687496 1.08 -1.00 0.14 0.3771
H 3.381234 -4.486489 -0.992366 0.00 -0.03 0.03 0.0002
C 0.442879 0.950244 -3.976971 0.12 -0.12 -0.18 0.0000
H -5.818997 -2.232155 9.083009 0.00 -0.01 -0.03 0.0018
C 0.271509 1.177360 3.624662 -0.54 -0.39 0.72 0.0000
H -7.905008 -4.102675 6.541456 0.02 0.03 0.00 0.0001
H 0.099653 -0.404964 -2.259039 0.39 0.26 -0.38 0.0000
H -3.358438 3.199429 0.026327 -0.16 -0.28 -0.28 0.0000
H 2.296368 4.647596 -11.399982 -0.05 0.01 0.04 -0.0004
C -5.394362 -2.289747 8.077505 0.10 -0.03 0.01 0.0173
H -2.706356 4.989695 -7.866271 0.04 -0.03 0.05 -0.0001
H -7.557863 -0.921597 8.234966 0.02 -0.01 -0.01 -0.0002
H -0.760174 3.105412 2.276476 0.72 0.00 -0.29 0.0000
H 2.944536 -6.817463 -0.672720 0.08 0.01 0.00 -0.0001
H -1.636633 0.625243 -3.279635 0.36 0.48 -0.48 0.0000
C 2.222685 0.064184 0.186361 -0.19 -0.10 -0.21 0.0000
H 1.761586 -1.670582 -1.055886 0.76 0.48 -0.02 0.0000
H -3.426037 -0.211922 6.128385 -0.01 -0.01 -0.01 0.0017
C -1.070523 1.320556 -3.946855 -0.24 0.34 -0.22 0.0000
H 4.093604 -7.828775 0.197709 0.01 0.02 0.01 -0.0002
H 0.923858 1.377696 4.492486 -0.34 -0.05 -0.54 0.0000
C -0.018854 -0.355364 3.500705 0.37 -0.05 0.33 0.0000
N 0.898638 1.771355 2.392695 -0.15 0.39 -0.07 0.0000
H -6.398723 -4.667308 7.271916 0.00 0.05 -0.04 -0.0004
H -6.188892 0.476116 6.176717 0.01 -0.02 -0.01 0.0000
H -0.108878 4.166816 -5.933483 -0.04 0.00 -0.03 0.0016
C 2.471556 -0.804667 -1.084540 -0.33 -0.07 -0.11 0.0000
C -3.765139 2.467491 -0.705408 -0.34 -0.01 -0.08 0.0000
H 0.657193 -0.937445 4.167825 -0.54 0.38 -0.42 0.0000
H 2.466987 3.490427 -8.619966 -0.07 -0.01 -0.05 0.0020
C 5.299970 -5.679128 3.381136 0.09 0.03 -0.03 0.0169
C 0.856811 -0.234620 -3.059535 0.19 -0.27 -0.09 0.0000
H 6.966478 -6.777345 2.583778 -0.03 -0.03 0.00 0.0009
H -3.946048 -0.663660 3.610196 -0.07 0.00 0.05 -0.0004
H 5.341277 -6.116799 4.382330 -0.01 0.02 -0.02 0.0018
O 1.885534 3.771830 -0.263084 -1.56 -0.49 0.57 0.0000
C 2.939708 -6.544026 3.339193 -0.02 0.00 -0.07 0.0031
H -1.491404 5.862834 -8.745898 0.02 -0.02 0.02 0.0008
H -2.534050 2.666587 -8.417482 0.03 0.02 0.01 0.0001
F -1.327764 -0.592856 3.916083 0.70 0.23 -0.39 0.0000
C -5.117727 -1.254522 5.315535 -0.09 0.35 -0.36 0.0251
C 4.376436 -4.853629 -0.735477 0.08 0.03 0.13 -0.0011
H -8.647805 -1.966046 7.328108 0.06 -0.02 0.05 -0.0001
C 3.352522 -4.203581 3.994058 0.14 0.02 -0.06 -0.0013
C -5.898010 0.064871 5.212840 -0.07 -0.04 0.03 0.0028
C -4.529935 -1.068281 7.789387 -0.04 0.01 -0.03 0.0008
H 2.456589 1.044451 -2.289379 -0.03 -0.65 0.02 0.0000
H 4.199453 -0.266003 0.971899 -0.66 -0.18 0.18 0.0000
H 0.772422 5.244827 2.371927 0.12 -0.69 0.43 0.0000
H 1.902233 2.990977 -10.924300 -0.07 0.02 0.02 -0.0005
C 1.486185 4.818220 -7.245110 -0.04 0.02 -0.06 0.0008
C 2.266777 -0.045342 -2.426406 0.15 -0.12 -0.24 0.0000
H 2.716087 -7.113202 1.021732 0.03 0.01 0.01 0.0008
H 0.721250 0.689830 -5.024215 -0.09 0.28 0.69 0.0000
C 5.909979 -6.626721 2.353288 -0.06 -0.01 -0.01 0.0009
H -3.314839 -1.963476 6.260125 -0.07 -0.03 -0.05 0.0019
O -0.020996 2.436465 -9.565581 -0.37 1.01 0.02 0.5268
C 2.839067 2.930845 3.481284 0.05 -0.38 -0.22 0.0000
H 6.396226 -5.145086 0.885904 -0.09 0.03 0.01 0.0019
H -3.689484 -1.049259 8.487097 -0.03 0.03 0.00 0.0008
H -4.871428 2.584415 -0.732453 0.81 -0.12 -0.01 0.0000
H 4.056197 0.580584 3.091851 -0.83 -0.02 -0.30 0.0000
H 2.986998 -1.444430 1.573616 0.32 0.75 -0.26 0.0003
H 0.444538 4.350985 3.894715 0.47 -0.22 -0.58 0.0000
C 0.316587 3.902193 -6.905660 0.16 -0.06 0.06 0.0169
H -3.870020 -2.398875 3.933936 -0.07 -0.01 0.03 -0.0005
C -0.813731 3.913717 -7.947883 -0.47 0.09 0.16 0.0253
H -1.407327 5.797110 -6.991141 0.02 -0.01 0.00 -0.0002
C 3.035995 0.451380 2.650928 0.14 0.15 0.53 0.0001
H 0.346749 6.577397 -9.081331 0.01 -0.01 0.00 0.0000
N -0.212751 3.698070 -9.304332 0.73 -1.26 0.30 0.3777
C -6.549372 -2.490300 7.080359 -0.44 -0.06 0.17 0.0251
H 4.003138 -3.332128 3.946756 -0.02 -0.04 -0.05 -0.0004
H 5.051342 -4.003562 -0.661738 -0.03 -0.02 0.04 -0.0003
H 1.376032 6.512612 -10.495641 -0.01 -0.06 0.01 -0.0004
C 0.333465 3.134683 2.045721 -0.29 0.51 0.28 0.0000
C 0.952575 4.552075 -9.725928 0.03 0.30 -0.38 0.0249
H 6.165449 -6.747049 0.205808 -0.02 0.03 0.01 0.0019
C -4.000002 -1.115111 6.358896 0.04 -0.08 0.06 0.0156
C 3.837971 -5.327728 3.071899 -0.40 -0.09 0.32 0.0263
H 2.352729 1.144648 -0.071550 0.04 -0.80 0.06 0.0000
H -0.432538 3.425464 -3.626172 -0.49 -0.42 0.08 0.0001
H 2.466915 -0.126772 3.413755 0.34 0.49 -0.39 0.0000
H -1.345332 2.210584 -1.361500 -0.73 0.36 -0.86 0.0000
H -6.793764 -0.058025 4.601787 0.03 0.00 0.00 0.0012
H 4.722702 -5.501552 -1.543752 -0.03 -0.01 0.05 -0.0004
H 3.343308 -4.570047 5.022079 -0.01 -0.03 -0.05 -0.0004
H -5.319348 -1.709842 3.199900 -0.01 0.00 0.03 0.0001
C 1.498040 3.993420 -11.043973 0.03 -0.06 0.13 -0.0013
C -1.346878 2.803466 -3.502686 -0.31 -0.08 0.20 0.0001
H -2.274215 2.974082 -6.692923 0.01 0.05 -0.03 -0.0004
H -0.101209 2.291204 -0.320279 0.34 0.26 0.39 0.0000
P 0.496820 3.458352 0.220298 1.79 0.47 -0.23 0.0000
H -3.521613 1.431190 -0.376299 -0.06 0.54 -0.12 0.0000
H 1.053123 1.843875 -3.711283 -0.39 -0.50 -0.12 0.0000
H 1.925775 -6.371455 2.973447 0.02 0.00 0.02 0.0012
H 0.660195 1.142307 1.610984 0.20 0.14 0.19 0.0000
H 0.874208 -1.174242 -3.667006 -0.15 0.62 0.58 0.0000
H 3.315081 -7.465539 2.901861 0.01 0.02 0.00 0.0000
C 0.968722 4.283412 2.905549 -0.24 0.23 0.03 0.0000
C 3.476976 -6.932181 0.272323 -0.13 0.03 0.04 0.0033
H -1.256611 1.804364 -7.554810 0.02 0.03 -0.05 -0.0004
C -4.527391 -1.532542 3.928811 0.07 -0.06 0.11 -0.0013
H -1.485848 1.191538 -4.973859 0.20 0.03 0.81 0.0000
H 3.952641 2.981707 3.515904 -0.89 -0.02 -0.11 0.0000
C 2.427444 1.852915 2.439971 1.06 0.29 0.19 0.0000
H 3.504422 -1.206430 -1.049317 -0.58 0.17 0.12 0.0000
H 1.145011 -0.065438 0.479552 0.57 -0.06 -0.26 0.0000
H -7.758348 -0.729206 6.498451 0.02 -0.02 0.01 0.0009
C 0.551040 6.010959 -9.987176 -0.07 -0.01 0.02 0.0028
H -2.124632 3.251142 -4.165027 0.48 -0.22 0.55 0.0000
H 0.128189 -0.739388 2.465944 -0.28 0.28 0.54 0.0000
H 2.831695 5.187001 -8.905452 -0.02 -0.02 0.00 0.0017
C 3.156084 -0.363650 1.346455 0.08 -0.38 -0.39 0.0010
C -1.862257 2.947049 -2.038109 -0.09 -0.39 -0.59 0.0000
C -1.640137 5.219197 -7.887205 -0.03 0.03 -0.14 0.0030
H 1.182444 5.867024 -7.181354 -0.02 0.00 -0.03 0.0003
H -4.758969 -3.181083 8.054274 -0.04 0.00 -0.08 0.0019
H -1.648580 3.966206 -1.643786 -0.20 -0.39 -0.23 0.0000
O -3.269769 2.713817 -2.015330 0.51 -0.03 0.41 0.0000
H -0.701417 1.688284 3.812450 0.71 -0.41 -0.23 0.0000
C 2.030277 4.494194 -8.633792 0.03 -0.06 0.07 0.0160
H 3.038943 -0.411526 -3.145334 -0.57 0.38 0.43 0.0000
N 3.743803 -4.838615 1.650557 1.12 0.95 0.08 0.3972
H 0.715526 3.957744 -11.803048 0.00 0.01 0.03 0.0001
O -5.493492 -3.553467 5.290153 -0.60 0.89 0.10 0.5274
C -7.682000 -1.460535 7.294330 -0.05 0.03 -0.12 0.0029
H 5.890131 -4.757402 3.410771 -0.07 0.02 -0.04 0.0020
H 0.694075 2.877391 -6.814288 -0.05 -0.01 -0.10 0.0019
C 4.337453 -5.680058 0.555773 -0.21 -0.17 -0.44 0.0262
O 4.061848 -3.580849 1.539073 -0.61 -0.77 0.03 0.4996
C -1.773766 2.757937 -7.640771 0.16 -0.02 -0.04 -0.0012
H -7.633273 -3.895917 8.279302 0.01 0.05 -0.04 -0.0004
H 5.441680 -7.613269 2.407450 -0.03 0.01 0.00 0.0003
C 5.778846 -6.047159 0.950781 0.09 0.06 0.05 0.0184
H -0.323917 6.063771 -10.637533 0.03 0.00 0.00 0.0012
C -7.151492 -3.883019 7.298739 0.14 0.04 -0.01 -0.0012
H -5.262049 0.808698 4.728928 0.02 -0.05 -0.01 -0.0005
H 2.338143 -3.897624 3.728024 0.00 -0.03 -0.01 0.0002
O 2.375638 4.203068 3.055066 -0.50 -0.28 -0.07 0.0000
```
Positions in Å, forces in eV/Å.

HOMO energy (spin up / spin down) ... -9.46 / -10.57 eV
2S+1 ... 4
Energy above the lowest of the compared OMol25 structures with the same formula, charge and spin ... 0.0 kJ/mol
Charge ... +1
Gap between HOMO and LUMO (spin up / spin down) ... 6.86 / 7.96 eV

=====

Record 2
Here is the molecule C4H6N2O in a non-equilibrium geometry from the Open Molecules 2025 dataset. Energies are from the ωB97M-V functional and the def2-TZVPD basis.

Structure (XYZ):
```
13
Properties=species:S:1:pos:R:3:forces:R:3:nbo_charge:R:1
H 3.351748 -0.299013 -0.928269 -0.45 -1.42 0.53 0.2292
H -3.187494 -0.995172 0.218164 -1.47 -2.21 0.20 0.1462
H 2.673223 -0.325819 1.472974 -0.42 1.06 -0.63 0.2202
N -0.963444 -0.844894 0.172811 -0.82 1.29 -1.84 -0.5126
C 2.392558 0.094024 -0.606209 -0.69 5.21 -4.83 -0.2068
H 1.591480 1.160398 1.461282 0.90 -0.20 -1.74 0.2429
C 2.154590 0.425571 0.812627 -0.97 -1.80 1.35 -0.2717
H -0.278055 1.118678 -0.310164 0.53 -1.39 -0.65 0.1802
C -2.390188 -0.370563 0.045936 4.43 6.95 0.01 0.5124
O -2.619873 0.867217 -0.096145 0.22 -4.09 0.20 -0.5601
N 1.228785 -0.480695 -0.124747 2.45 -2.66 2.30 -0.4576
C -0.013225 0.002650 -0.221409 -4.73 0.03 1.71 0.3088
H 2.088292 0.772218 -1.666942 1.03 -0.77 3.40 0.1690
```
Positions in Å, forces in eV/Å.

HOMO energy ... -9.44 eV
2S+1 ... 1
Energy above the lowest of the compared OMol25 structures with the same formula, charge and spin ... 513.8 kJ/mol
SMILES string ... O=C/N=C/N1CC1
Gap between HOMO and LUMO ... 9.21 eV

=====

Record 3
Here is a cluster of 4 separate species, C27H56Br3N4O2 in total in a non-equilibrium geometry from the Open Molecules 2025 dataset. Energies are from the ωB97M-V functional and the def2-TZVPD basis.

Structure (XYZ):
```
92
Properties=species:S:1:pos:R:3:forces:R:3:lowdin_charge:R:1
C 8.241744 -1.686772 -1.498719 1.61 -2.12 -0.63 -0.6088
H -5.770096 -2.726955 -4.915703 0.17 0.19 0.10 0.1179
H -5.348017 -2.785216 -1.147169 -0.01 0.06 -0.04 0.0685
H -5.877916 0.149001 -1.891041 0.12 -0.07 -0.23 0.1016
C -7.396461 -3.102971 -3.608875 -0.03 -0.04 0.05 -0.0913
H -6.072207 3.786674 0.137933 0.13 -0.04 0.10 0.1037
C -3.960331 3.543877 1.898847 -0.19 0.03 -0.01 -0.2729
O 4.598672 -0.656762 -3.045236 0.56 -2.00 1.90 0.0060
H -0.669934 1.186190 2.638148 0.20 -0.08 -0.06 0.1043
H -3.722537 4.418630 -1.681643 0.04 0.09 0.10 0.0540
H -1.431403 -1.101978 2.265914 0.03 -0.06 0.09 0.0539
Br 6.926048 2.994069 -0.883652 0.11 -0.72 0.48 0.6951
H -7.644057 -3.154295 -2.546633 -0.02 0.02 -0.05 0.0641
H -1.655449 3.325456 0.330894 -0.06 -0.03 -0.03 0.0674
O 2.993905 -1.555142 -1.679137 4.99 0.88 -0.26 0.0894
H -3.199863 4.292542 1.643973 0.09 0.11 0.06 0.0972
H -5.398767 2.773759 -1.087309 0.19 -0.12 0.16 0.1073
C -2.046016 2.542854 -0.323739 0.23 -0.02 -0.21 -0.0872
C -1.289135 -0.761901 3.293269 -0.24 -0.08 -0.11 -0.0856
H 1.039701 0.573232 1.133100 -0.12 0.01 0.24 0.1135
N 1.085998 0.181297 3.190254 -0.10 0.30 -0.07 -0.1893
H 1.354252 -0.230686 5.216294 -0.18 0.04 -0.19 0.1227
C 1.230169 -1.557660 1.319825 0.01 -0.15 -0.22 -0.0764
C 4.211040 -1.275221 -1.828234 -4.86 -0.74 -0.39 -0.3683
C -3.167186 -1.381349 -3.370559 0.30 0.05 0.09 -0.0921
H 5.684164 0.356970 1.717653 0.52 0.18 -1.48 0.1449
H -7.529894 -4.107810 -4.021662 0.05 0.11 0.05 0.0740
C -6.058269 -0.919069 -2.057798 -0.36 -0.11 0.01 -0.2453
H -1.257817 1.791226 -0.437253 -0.04 0.01 0.02 0.0610
H -0.945123 -1.605003 3.896649 0.00 0.05 -0.04 0.0686
C 5.990073 0.631092 0.652864 -0.12 0.00 -2.14 -0.0903
H 9.238707 0.941413 -0.646951 -1.74 -0.85 0.48 0.1598
H -5.895633 3.524659 2.886778 0.05 0.04 -0.11 0.0808
H 3.542832 -1.232348 5.113886 -0.06 0.05 -0.11 0.0763
H -3.202929 -2.472420 -3.409093 -0.04 0.07 0.02 0.0668
C 3.182303 -0.679023 4.241176 0.07 -0.02 0.04 -0.0990
C -5.375172 -1.712281 -0.944238 0.10 0.05 0.27 -0.0858
C 5.185720 -1.698050 -0.635962 1.45 0.67 0.17 0.0257
C -3.305854 1.885428 0.237393 -0.08 -0.09 0.17 -0.2477
H -2.275724 -0.475193 3.669545 0.09 0.00 -0.02 0.0754
H 1.486082 -2.323628 2.055870 -0.05 0.06 0.04 0.0718
C -4.462612 4.700594 -0.931399 0.03 0.11 -0.25 -0.0844
N -5.721770 -1.257323 -3.436987 0.21 0.33 -0.14 -0.1916
C -5.963859 -2.638011 -3.840872 -0.18 0.06 0.05 -0.2734
H -3.720718 1.214252 -0.524163 -0.13 0.16 0.02 0.0981
C 9.604276 -2.756114 0.481326 0.20 -0.84 -0.42 -0.1088
H -4.398500 0.343344 -3.716215 -0.15 -0.09 0.12 0.1091
H 8.746749 0.063023 0.922557 -0.12 0.86 -1.52 0.1439
H 0.188499 -1.691892 1.026665 0.08 -0.09 0.10 0.0625
H -4.355353 -1.365023 -0.770864 -0.01 -0.13 -0.01 0.0432
H -3.502086 2.869561 2.631480 0.06 -0.11 -0.24 0.1130
H 4.546321 -1.834500 0.305309 0.80 0.35 -1.50 0.1462
H 2.571873 0.054125 1.740236 0.04 0.01 0.14 0.0811
H -3.004585 1.222552 1.056336 -0.08 0.10 0.13 0.0985
N -4.363036 2.762141 0.734948 0.10 -0.40 -0.14 -0.1868
H 1.836164 -1.747502 0.429940 -0.09 0.01 0.02 0.0396
H 3.601665 0.329984 4.289897 -0.08 -0.03 -0.05 0.0759
H -7.141271 -1.026951 -1.934240 0.07 -0.08 -0.12 0.1037
H -5.279908 -3.335076 -3.340799 0.04 -0.15 0.01 0.0964
H -2.309734 -1.063382 -3.972051 -0.07 -0.02 0.01 0.0694
C 7.283066 1.602574 0.487787 -0.80 -1.44 -0.76 -0.5948
H -5.569583 5.016237 1.979622 -0.02 -0.05 0.03 0.0652
H -3.983131 5.351305 -0.196734 -0.02 -0.06 0.00 0.0687
H -5.223164 5.295485 -1.444513 0.03 -0.03 0.04 0.0746
H -4.427579 -0.820596 -5.002321 -0.13 -0.11 0.03 0.1087
H 1.280113 -1.671970 4.213534 0.03 -0.13 0.08 0.1005
Br 7.727636 -1.686695 -3.433044 0.39 0.43 2.08 0.7166
H 5.695704 -2.691392 -0.869751 -0.74 1.27 0.03 0.1455
H -2.218387 2.968837 -1.313553 0.03 0.05 0.11 0.0565
C 8.342173 0.528683 -0.059551 1.71 0.48 2.74 -0.1379
C 1.658570 -0.643124 4.248210 0.08 0.05 -0.15 -0.2660
C -4.441821 -0.734772 -3.910610 -0.15 0.01 -0.18 -0.2505
C 6.321379 -0.637637 -0.288926 0.61 0.55 0.75 -0.0590
H 7.540500 2.214174 1.410833 0.00 -1.39 -1.19 0.1120
C -5.115258 3.474356 -0.293865 -0.30 0.15 0.19 -0.2446
Br 9.874509 -3.991277 -2.337986 -0.68 1.46 1.67 0.7091
C 1.495572 -0.140759 1.827959 0.19 -0.03 0.08 -0.2468
C -5.119647 4.239841 2.601602 -0.03 0.06 0.01 -0.0897
H -5.921252 -1.573137 -0.007054 0.02 0.00 -0.05 0.0752
C -0.343474 0.434882 3.366841 -0.06 0.17 0.15 -0.2444
C 9.158791 -2.667441 -1.048598 -1.83 1.93 0.19 -0.6285
H 4.470118 -1.367263 -3.727387 -0.09 1.03 0.55 0.1331
H 5.100102 1.101187 0.085965 1.10 -0.56 1.30 0.1260
H 8.718814 -2.895586 1.211787 1.22 0.42 -1.40 0.1007
H -2.961510 -1.074342 -2.343324 -0.03 -0.10 -0.03 0.0473
H 10.237841 -3.715684 0.587276 -0.86 1.78 -0.09 0.0879
H -4.760520 4.724038 3.515126 -0.01 -0.05 -0.12 0.0742
H 10.214201 -1.826684 0.769692 -0.84 -1.51 -0.44 0.0916
H -0.482102 0.915461 4.340957 0.18 -0.06 0.02 0.1123
H 3.576577 -1.181239 3.353953 0.00 -0.01 -0.02 0.0457
N 7.615831 -0.646274 -0.649999 -2.64 -0.12 -0.11 -0.0373
H -8.111804 -2.441625 -4.104695 0.09 0.01 0.08 0.0806
```
Positions in Å, forces in eV/Å.

HOMO energy ... -9.19 eV
2S+1 ... 1
Charge ... +1
Gap between HOMO and LUMO ... 4.30 eV